1.
13
Properties=species:S:1:pos:R:3:forces:R:3:lowdin_charge:R:1 method="wB97M-V/def2-TZVPD" homo_ev=-8.621 multiplicity=1 smiles="SC=C1CC1.[H][H]" relative_energy_kcal_mol=69.2 gap_ev=9.5341 lumo_energy_ev=0.913 charge=0
H -2.1580 -0.8650 1.1722 0.5050 -0.7283 0.1787 -0.18
H 2.1126 0.0521 1.2007 -0.1110 -0.2373 -0.6590 0.10
H 0.0283 -1.4806 -0.8274 0.5636 1.0107 1.5562 0.12
S -2.5989 0.3213 0.8496 -0.0732 1.8513 -0.5362 0.72
C 1.4702 -0.0089 0.3109 -0.7756 -0.3661 -1.4313 -0.08
H 1.9126 0.2096 -0.7413 -0.5254 -0.1878 2.2542 0.10
H 0.0972 -1.8850 0.8913 0.3090 -0.8970 1.5520 0.06
H 0.3627 0.3890 -2.1117 0.0907 -0.7383 1.2702 0.02
C -0.9753 1.1118 0.5980 -2.1982 0.5019 0.7763 -0.43
C 0.3118 -1.1090 0.2280 0.3027 1.9734 -2.1932 -0.13
H 0.2879 0.7361 -2.7186 -0.1626 0.7781 -1.4228 0.07
H -0.8934 2.1867 0.6159 -0.4092 0.1660 0.1515 0.07
C 0.0424 0.3420 0.5323 2.4841 -3.1266 -1.4966 -0.43

2.
37
Properties=species:S:1:pos:R:3:forces:R:3:lowdin_charge:R:1 method="wB97M-V/def2-TZVPD" homo_ev="-11.353 / -10.948" multiplicity=1 relative_energy_kcal_mol=40.7 gap_ev="7.0662 / 7.0306" lumo_energy_ev="-4.287 / -3.918" charge=+1
I 2.6591 -1.0181 2.9518 0.0231 0.4195 -0.2918 1.00
C 3.2942 3.0745 1.5883 -0.1217 -0.1313 -0.0828 -0.03
C 1.4885 2.0922 0.3760 -0.0192 0.1994 -0.1103 -0.12
H 1.6292 -2.1663 -1.8255 0.0786 0.1770 0.1449 0.11
H -4.7621 1.3189 -0.2443 -0.1265 0.0532 -0.0237 0.12
C -1.7771 0.6708 1.1583 -0.3869 0.3373 0.0324 -0.16
C 0.7575 -0.4817 -2.3034 -0.2540 0.2054 -0.5016 -0.24
C 3.4109 1.8892 2.2991 -0.0140 -0.0652 0.0019 -0.11
H -1.0823 -0.3517 -3.3897 0.0207 -0.0482 -0.0661 0.12
C -3.0303 1.2365 1.0198 0.0794 -0.0297 -0.0971 -0.04
C 0.3112 -3.4241 1.2877 -1.0456 1.7473 0.5383 -0.62
H 1.1432 -3.8652 1.8265 0.1312 0.1937 -0.1254 -0.05
H -3.4111 1.9173 1.7634 -0.0037 0.0729 0.0781 0.11
Pd 0.5323 -1.2925 0.9242 1.4470 -1.4049 0.2862 0.47
H -0.3179 -1.9420 -3.4769 -0.0032 0.0731 -0.0448 0.12
H 1.3987 -0.2397 -3.1601 -0.1102 0.0917 0.1311 0.13
I -1.1624 -2.7584 2.7241 0.4225 -0.5888 -0.2582 0.78
H 4.1467 1.7659 3.0787 0.0353 -0.0240 0.0035 0.11
O 1.4851 -1.3071 -1.4019 0.0044 -0.4436 0.1149 -0.12
H -2.2547 -2.2142 -2.1039 0.0157 -0.0221 0.0253 0.12
N 1.5925 0.9465 1.0481 -0.0253 -0.4966 0.3413 -0.04
N -1.2890 -0.1920 0.2704 -0.1042 -0.2812 -0.0855 -0.02
H -1.1529 0.8983 2.0176 -0.0072 -0.0174 -0.1066 0.10
H -0.1573 -4.1115 0.5871 0.0408 0.3308 -0.1423 -0.03
C -3.2694 -0.0130 -1.0076 0.0915 0.0820 0.0745 0.00
C -2.0120 -0.5674 -0.7854 -0.2871 0.0347 -0.0579 -0.27
H 2.2116 4.0764 0.0209 -0.0375 0.0184 -0.0195 0.12
H 0.5427 0.4394 -1.7581 0.0812 -0.0858 -0.0321 0.09
H 0.7013 2.1438 -0.3657 -0.0189 -0.0083 0.0194 0.11
C -1.4367 -1.6368 -1.6719 0.1210 -0.0291 -0.0368 -0.14
H 3.9506 3.9051 1.8006 0.0492 0.0366 0.0251 0.12
C -3.7815 0.8960 -0.0967 0.1517 -0.1015 -0.0222 -0.03
C 2.5434 0.8632 1.9699 -0.0510 -0.2569 0.1272 -0.72
C 2.3251 3.1731 0.6011 -0.0274 -0.0438 0.0481 -0.03
H -0.8365 -2.3140 -1.0410 -0.3025 0.1356 -0.2215 0.08
C -0.5470 -1.1064 -2.8090 0.2149 -0.0558 0.4241 -0.15
H -3.8432 -0.3050 -1.8727 -0.0617 -0.0748 -0.0904 0.12

3.
25
Properties=species:S:1:pos:R:3:forces:R:3:lowdin_charge:R:1 method="wB97M-V/def2-TZVPD" homo_ev=-4.015 multiplicity=1 relative_energy_kcal_mol=8.2 gap_ev=7.5107 lumo_energy_ev=3.496 charge=-1
H 2.0183 -1.9519 -1.3371 -0.0314 -0.4535 0.1165 0.10
C 0.5880 1.7513 1.4423 -0.5663 -0.2955 -0.2053 -0.74
C -0.0078 -2.7540 -1.0541 0.4206 0.8413 0.0665 -0.11
H -1.2021 1.8527 -1.1304 0.3119 -0.0079 0.0136 0.06
C -1.7139 -1.1069 -1.4432 -0.4337 0.8820 0.1103 -0.07
O -0.3218 2.4110 0.8698 0.2193 0.0247 0.1447 -0.12
H 2.0454 0.4763 3.4898 -0.3215 0.4412 -0.1161 0.06
H -2.0637 1.3966 -2.5650 0.0249 -0.1216 -0.1491 0.07
H 0.8225 -0.5615 4.1308 -0.3247 -0.2878 -0.0670 0.05
H 0.2837 -3.7749 -0.8722 0.1148 -0.0858 0.3727 0.08
C 1.1153 -0.0381 3.2197 0.7107 -0.0869 0.0883 -0.15
H -2.1051 -3.0827 -0.7402 0.0081 -0.1552 -0.2228 0.09
C -1.3369 -2.3861 -1.0535 -0.2207 -0.1965 -0.1973 -0.12
H -0.7177 0.2874 2.1048 -0.4580 -0.0085 0.6088 0.09
C 0.0462 0.8583 2.6294 1.2406 0.7747 -0.8632 -0.19
H -0.3156 1.6073 3.3344 -0.5307 -0.3843 0.1383 0.09
O 1.7925 1.6786 1.1452 0.2361 0.0689 0.0636 -0.08
C 0.9513 -1.7635 -1.3499 0.3563 -0.7986 -0.8407 -0.10
H -2.7514 -0.7990 -1.5459 -0.1029 -0.3207 0.3975 0.10
H 1.4677 -0.7376 2.4594 -0.2407 -0.2704 0.0885 0.06
C -1.0900 1.2990 -2.0723 -1.3792 0.2283 0.5529 -0.06
H 1.3002 0.2415 -2.0617 0.2966 -0.0832 0.0016 0.11
C -0.7863 -0.1298 -1.7358 2.2356 -0.2247 -1.4302 -0.26
C 0.5877 -0.5305 -1.8193 -1.8721 0.8789 1.3540 -0.04
H -0.3601 1.8399 -2.6672 0.3062 -0.3591 -0.0260 0.07

4.
23
Properties=species:S:1:pos:R:3:forces:R:3:lowdin_charge:R:1 method="wB97M-V/def2-TZVPD" homo_ev=-11.562 multiplicity=1 relative_energy_kcal_mol=145.9 gap_ev=2.6747 lumo_energy_ev=-8.888 charge=+1
H -4.8379 -1.2659 -11.9419 -0.0672 0.0287 0.1459 0.09
H -2.2380 -6.0032 -7.9816 0.3704 0.2882 0.1213 0.08
H -2.3491 -7.1819 -6.7015 -0.1698 -0.0037 0.0959 0.09
C -2.4961 -6.1256 -6.9266 -0.4101 -0.0707 -0.2344 -0.04
C -3.8782 0.1029 -10.5579 -0.0500 -0.0876 -1.0035 -0.57
H -3.7220 -0.1568 -12.6927 -0.0889 0.2380 -0.0728 0.10
C -3.3077 1.5366 -10.5417 -0.1197 0.8918 0.5649 -0.01
H -4.7566 0.1389 -9.8405 0.0659 0.2384 0.3479 0.21
C -4.4828 -0.2356 -11.9122 0.3462 -0.4345 0.1119 -0.04
O -1.6177 -3.9852 -6.1462 -0.5723 1.1999 -0.4330 -0.20
C -1.6274 -5.3097 -5.9628 0.8978 -0.5411 -1.3509 -0.56
C -2.1528 -5.5962 -4.5205 -0.6728 0.0785 0.8864 0.01
H -4.0249 2.2132 -11.0045 -0.0193 -0.1559 -0.1790 0.09
H -2.1058 -6.6683 -4.3281 0.3298 -0.0312 -0.2685 0.10
H -1.5987 -5.0614 -3.7548 0.1272 0.0650 -0.1591 0.09
H -3.1403 1.9406 -9.5435 0.1155 -0.3070 0.0817 0.09
H -5.3172 0.4351 -12.1061 0.0653 0.0456 -0.2114 0.09
H -2.3698 1.5685 -11.0956 -0.0403 -0.2083 -0.0751 0.10
O -3.1083 -0.8105 -9.9874 0.1022 -0.8054 1.0071 -0.15
H -3.5530 -5.8659 -6.8511 -0.0037 -0.0772 0.2188 0.09
H -0.5923 -5.6832 -6.0169 0.0250 -0.1730 0.3143 0.15
H -3.2078 -5.3289 -4.4589 0.0739 0.2359 -0.0985 0.09
Al -1.3646 -2.1385 -8.1880 -0.3052 -0.4144 0.1901 1.12

5.
112
Properties=species:S:1:pos:R:3:forces:R:3:lowdin_charge:R:1 method="wB97M-V/def2-TZVPD" homo_ev=-8.201 multiplicity=1 smiles="O=NOCOCCO[C@H](O)[PH2]=S.O=C1OCCO1.O=C1OCCO1.O=C1OCCO1.O=C1OCCO1.O=C1OCCO1.O=C1OCCO1.O=C1OCCO1.O=C1OCCO1.O=C1OCCO1" gap_ev=6.9657 lumo_energy_ev=-1.236 charge=0
C -3.4191 0.5712 -5.8506 0.3359 0.1500 0.3388 -0.13
O -5.0734 0.7543 -7.4226 0.1383 -0.0900 0.1102 0.06
C 5.1045 -1.8185 3.0959 0.1232 -0.0083 0.5090 -0.11
H 4.8992 6.0047 -0.2835 -0.0466 -0.0475 -0.0500 0.13
C -4.1060 6.6506 0.8794 -0.1233 0.1106 0.1100 -0.57
H 4.9727 7.2742 -1.5227 -0.1946 -0.0462 -0.0746 0.13
H 0.6435 0.2493 -3.7020 -0.3584 0.0200 0.0303 0.15
C -2.8096 -3.7006 -3.2633 -0.2723 0.4700 -0.0532 -0.12
O -3.7171 -6.7777 2.0700 -0.1451 -0.0937 -0.0638 0.05
H 0.0183 4.0998 2.0713 0.2762 0.4632 0.3356 0.08
H -0.3457 1.5918 0.9520 -0.1535 0.3553 -0.0598 0.14
C 5.9883 5.4342 -2.0778 0.4254 0.0872 -0.0293 -0.12
H 6.2957 5.9168 -3.0091 -0.0477 -0.0260 0.0079 0.13
C -2.1232 -4.3194 -4.4510 -0.0238 0.1515 -0.4751 -0.11
H 5.7760 -7.0751 4.7787 -0.0741 0.1958 -0.0768 0.14
O -2.6355 -0.0573 -1.7177 0.5081 -1.2548 0.1858 0.09
C -2.4570 5.2018 0.3799 0.2835 -0.1278 -0.2153 -0.12
H 1.3933 3.4001 -1.6153 -0.1033 -0.2574 0.0302 0.11
O -4.4962 -2.1183 5.5802 0.0782 0.1501 0.0973 0.16
H 7.1083 -7.1605 3.6091 0.0168 0.0669 0.0171 0.14
H -2.3300 4.3357 -0.2653 -0.0971 0.1301 -0.0962 0.12
C 7.5138 -4.5004 4.3705 0.2352 0.0702 0.1170 -0.55
O 1.9874 6.5145 2.1413 -0.0086 -0.0791 0.1617 0.14
O 6.4423 -5.2536 4.0194 0.1139 0.0302 0.0974 0.04
N -1.8166 -0.7757 -2.1690 -1.4815 1.6139 0.4871 -0.01
O -5.9208 -7.2110 2.2084 -0.1088 -0.1642 -0.1460 0.15
H 0.1324 0.3243 -2.0117 -0.1656 0.2470 -0.1083 0.13
C 0.2610 2.4932 1.1501 -0.0174 -0.1625 1.1749 -0.59
H 1.8400 9.0679 -1.2237 0.1346 -0.1257 0.0623 0.13
H 6.8677 5.2626 -1.4604 -0.0690 -0.1997 -0.0351 0.13
H -2.2449 -2.8685 -2.8397 0.0078 -0.2143 -0.0301 0.09
C -3.0493 4.8524 1.7183 0.1052 -0.3287 0.3882 -0.11
P 2.0013 1.9411 1.7066 0.6965 1.3268 -0.4900 0.47
H -1.8502 -6.7582 1.1425 -0.1625 0.1299 0.0559 0.13
C 1.6031 7.3217 1.3652 0.0854 -0.1473 0.0803 -0.57
O -1.4662 -6.5256 -1.9617 0.0377 -0.2068 0.2174 0.15
H 1.1207 1.7969 -0.9544 -0.2102 0.1891 -0.1248 0.11
O 5.3389 4.2014 -2.3891 -0.1376 0.1241 -0.0213 0.07
C -1.8251 -5.6210 -2.6437 0.0602 0.0472 -0.1101 -0.57
O -3.6852 -0.7011 -6.4458 -0.1171 0.1110 0.0085 0.05
O 2.1417 7.5224 0.1365 -0.0917 0.1644 0.0940 0.05
H -1.5331 -3.6029 -5.0185 0.1380 -0.1357 0.0676 0.14
C -5.7025 -4.8347 3.9418 0.0635 -0.3748 0.0091 -0.12
O -0.3421 1.9375 -3.2681 -0.0488 -0.5257 0.7691 -0.07
C -2.6219 -7.4593 1.4530 0.5375 0.0342 0.0672 -0.11
H -2.5140 0.9890 -6.2978 -0.0348 -0.0283 -0.0013 0.14
H -3.8197 -3.3649 -3.4911 -0.0400 -0.1503 0.1480 0.14
O -6.0774 -2.5769 4.0457 0.0632 -0.0892 0.0145 0.06
H -5.7736 -3.5030 2.2280 0.0246 0.0026 0.0582 0.13
H 8.3970 -7.2198 5.6424 0.1286 0.1690 -0.0391 0.14
H -5.4450 1.2515 -5.4573 0.0204 -0.0392 -0.0360 0.13
C 5.5489 -2.8069 2.0531 0.2930 -0.2738 -0.0255 -0.13
C -6.2953 -3.6877 3.1709 -0.2369 0.0022 -0.3046 -0.12
H -5.2755 -5.5934 3.2994 0.0863 0.2239 0.3322 0.08
O -4.8608 7.5599 0.7819 -0.0839 0.1401 -0.0565 0.16
O -4.8782 -1.3303 -8.2460 -0.0414 -0.1565 -0.1082 0.17
C 6.6941 -6.5948 4.4466 -0.2262 -0.4257 -0.1254 -0.11
C 0.5500 9.1234 0.5254 -0.2544 0.3899 -0.0070 -0.12
C -4.8544 -7.4273 1.7251 -0.0818 -0.2540 -0.1956 -0.56
C 4.9091 6.2000 -1.3581 0.0391 0.3600 0.4035 -0.13
H -1.5004 2.3571 -1.5448 0.3124 -0.2930 -0.1793 0.11
H -7.3561 -3.8195 2.9679 0.0044 0.1766 0.1064 0.13
H -3.7262 3.9961 1.6671 0.0058 0.0425 -0.0269 0.14
H 1.9144 1.7844 3.1168 -0.4005 -0.5732 -0.5203 0.00
H 5.9129 -1.5094 3.7522 -0.0346 0.1699 -0.1139 0.13
C 7.6877 -6.3991 5.5605 0.1288 -0.2786 0.3560 -0.12
O 0.3095 3.3978 0.0971 -0.3898 -0.7910 -0.2567 -0.16
O 8.3491 -5.1912 5.1776 -0.1818 -0.0074 -0.1325 0.08
O -3.4256 6.1047 -0.1604 0.0174 -0.0402 0.1192 0.06
O 3.7167 5.6671 -1.9344 0.1146 -0.0952 -0.1651 0.05
C -3.2831 -8.1458 0.2912 0.1908 -0.1670 -0.5388 -0.11
C -4.6510 1.3622 -6.1999 -0.1760 0.3336 0.1310 -0.12
O 4.6968 -2.4872 0.9440 -0.0858 0.2143 0.0676 0.07
H -2.1950 -8.1640 2.1709 -0.0850 0.0202 0.0101 0.13
H 2.3021 0.7183 1.0514 -0.2957 0.0921 0.5365 -0.03
O -4.6896 -4.1905 4.7252 -0.1754 0.2631 -0.0577 0.07
O -4.6208 -8.3470 0.7645 0.0323 0.1915 0.2900 0.08
C 4.2985 -1.2059 1.0897 0.1079 -0.0734 -0.0172 -0.58
C -4.5759 -0.5064 -7.4503 -0.0749 -0.0538 -0.1475 -0.57
C 0.6372 2.7698 -1.1408 0.4353 0.1638 -0.6928 -0.17
H -2.2934 4.6596 2.4737 -0.1445 0.1157 0.1014 0.12
O -2.8294 -4.7736 -2.3187 0.1346 -0.1235 -0.0909 0.06
O -1.3398 -0.2002 -3.3775 0.8951 0.0272 -0.1483 -0.11
H -0.8025 3.7071 -2.4122 0.0277 -0.3160 -0.0248 0.14
H 7.2071 -6.2463 6.5295 -0.0002 0.0373 -0.0521 0.14
S 3.2363 3.3984 1.3106 0.1503 -0.2364 -0.0352 0.18
O 3.1941 3.6585 -2.7903 -0.1521 -0.1778 -0.2865 0.15
C -0.5913 2.6786 -2.0845 -0.1840 1.0714 0.7427 -0.16
C 1.2714 8.3985 -0.5808 0.0228 0.0312 -0.4345 -0.12
O 0.5627 8.1654 1.5841 0.0354 -0.0451 -0.1834 0.06
O 7.6970 -3.3809 4.0176 -0.1017 0.0602 -0.0529 0.17
O 3.7197 -0.5805 0.2581 -0.1039 -0.0553 -0.2232 0.11
H 4.2760 -2.1932 3.7032 -0.0127 0.0201 -0.0788 0.14
H -0.4704 9.3927 0.2588 -0.0283 -0.1178 0.1668 0.13
C 4.0074 4.4348 -2.4110 0.0269 -0.0212 0.2406 -0.58
C -0.1636 0.5817 -3.0368 0.8665 -0.3446 -0.9196 -0.22
H -3.3130 -7.5187 -0.6004 0.0200 0.0015 0.0684 0.11
H -4.4458 2.4212 -6.3425 -0.0783 -0.0572 -0.1903 0.13
H -3.2697 0.4735 -4.7785 0.0418 -0.1640 -0.0766 0.11
C -5.0350 -2.8885 4.8555 0.0917 -0.0362 0.0856 -0.58
H 5.4110 -3.8363 2.3641 -0.1350 -0.0176 -0.1895 0.12
O -0.2673 3.1994 2.2508 -0.2354 -0.5096 -0.5651 -0.05
H -1.4985 5.7205 0.4677 -0.0334 -0.0106 0.0125 0.13
O -3.8074 6.0215 2.0408 0.0607 -0.0015 -0.2967 0.07
O -1.2844 -5.3052 -3.8414 -0.1315 -0.0011 0.2263 0.07
H -6.4247 -5.3041 4.6144 0.0232 0.0580 -0.0035 0.14
H -2.8144 -9.0949 0.0406 -0.2010 -0.0561 0.0402 0.14
H 0.5981 7.7992 -1.1988 0.0178 -0.0029 0.0474 0.13
H 6.5882 -2.6616 1.7563 -0.0579 0.0475 0.0052 0.13
H -2.8215 -4.8179 -5.1269 0.0242 -0.0139 0.0546 0.14
H 1.0800 10.0207 0.8540 0.0180 -0.0576 0.0014 0.13
O 4.6378 -0.7208 2.3037 -0.1051 -0.0920 -0.1369 0.06

6.
45
Properties=species:S:1:pos:R:3:forces:R:3:lowdin_charge:R:1 method="wB97M-V/def2-TZVPD" homo_ev=-20.701 multiplicity=1 relative_energy_kcal_mol=2.4 gap_ev=5.0674 lumo_energy_ev=-15.634 charge=+4
C -3.5946 3.3016 0.1488 0.0230 0.0379 0.0977 0.05
H -5.7241 3.1566 0.3669 0.0059 -0.0063 0.0294 0.15
N -1.8678 -0.9205 -1.3457 0.1988 -0.3407 -0.2625 0.04
H -3.4661 -0.4714 0.6058 -0.0618 0.0684 0.0492 0.12
H 3.6287 -3.5171 -0.1285 -0.0119 0.0483 -0.0498 0.13
H -1.0161 3.8708 1.0485 -0.0089 0.0704 -0.0540 0.16
N 2.8060 0.4065 -0.3222 -0.0473 0.0603 -0.0097 -0.18
C 6.8376 -0.8428 0.2930 0.0034 0.0308 0.0116 0.07
C 0.3728 -3.9740 0.3891 0.0616 -0.0116 0.0268 0.04
C 7.8950 0.0364 0.2112 -0.0071 -0.1149 0.0190 0.11
C 5.3664 1.0611 -0.2353 0.0460 0.0479 -0.0039 -0.35
H 4.6590 -2.1215 0.3939 0.0080 0.0115 0.0344 0.17
H 6.3345 2.9893 -0.5472 -0.0004 0.0136 0.0046 0.15
N -2.3805 1.2595 0.1900 -0.3302 0.0608 0.0325 -0.05
H 0.8073 2.7756 0.1420 -0.0103 0.0233 0.1100 0.10
O -0.0448 2.3403 0.0519 0.3745 -0.2838 0.0289 -0.14
C 2.1504 -1.9263 0.0273 -0.0322 -0.0046 -0.1083 -0.18
C 6.4790 1.9408 -0.3143 -0.0964 -0.0371 -0.0169 -0.01
C -4.7411 1.2433 0.5397 -0.0560 -0.0235 -0.0173 0.02
H -5.6350 0.6748 0.7577 -0.0006 0.0015 -0.0019 0.14
H -0.3772 -4.7320 0.5734 -0.0036 -0.0009 -0.0104 0.15
N 0.8309 -1.6081 0.1282 0.0457 0.3249 -0.0509 0.05
H -2.6301 -1.4456 -0.9217 0.0286 -0.0463 -0.0610 0.08
C -3.5362 0.5951 0.4454 0.0491 0.0591 0.0101 -0.09
H -1.0318 -2.3765 0.5288 0.0185 -0.0401 -0.0322 0.10
C -4.7827 2.6220 0.3428 0.0310 -0.0218 -0.0160 0.05
H 8.9021 -0.3308 0.3784 0.0006 -0.0130 0.0032 0.16
C 3.1579 -0.8426 -0.0642 0.1622 0.0690 -0.0293 -0.22
H -2.2943 -0.2933 -2.0296 -0.0177 -0.0187 0.0086 0.11
C 5.5559 -0.3498 0.0699 -0.0946 -0.0400 -0.0186 -0.13
S 3.8195 1.6108 -0.4578 0.0856 -0.0407 -0.0547 1.35
N 4.4604 -1.1562 0.1380 0.0441 -0.0066 0.0595 0.23
C 2.5927 -3.2416 0.0246 -0.0377 -0.1778 0.0015 0.04
C 0.0031 -2.6307 0.3450 -0.0803 0.0184 0.1840 -0.11
H -1.0091 4.0312 -0.7217 0.0214 -0.0968 -0.0685 0.16
C -1.0945 3.3242 0.1049 -0.0391 0.1610 0.2069 -0.10
H -1.3011 -1.5812 -1.8776 -0.0557 -0.0125 -0.0253 0.10
C 7.7193 1.4234 -0.0896 0.0007 0.0817 -0.0195 0.07
H -3.5776 4.3815 0.0687 -0.0031 -0.0058 -0.0332 0.15
H 7.0022 -1.8896 0.5206 0.0060 -0.0078 0.0054 0.16
H 2.0371 -5.3215 0.1617 -0.0002 -0.0017 0.0222 0.15
C 1.6952 -4.2948 0.1849 -0.0408 0.0814 -0.0058 0.04
C -2.3988 2.6032 0.1072 0.0167 -0.0149 -0.0169 -0.21
Pd -0.7230 0.2313 -0.0875 -0.1897 0.0795 0.0295 1.01
H 8.5942 2.0612 -0.1364 -0.0055 0.0182 -0.0083 0.16

Sequential max |F| output: 4.26 2.11 2.66 1.71 2.24 0.47 eV/A